(1)
A structure of composition C24H32Br4N4O7Sr at a distorted geometry. Source: the Open Molecules 2025 dataset; level of theory: ωB97M-V with the def2-TZVPD basis set.

```
72
Properties=species:S:1:pos:R:3:mulliken_charge:R:1
N 13.75217 -2.43155 21.44695 -0.27
H 13.32638 -1.64449 21.91527 0.24
H 13.03322 -3.00539 21.02992 0.07
H 14.23729 -2.97505 22.14648 0.40
H 14.29399 -2.09752 20.66275 0.33
Sr 11.55039 -0.42096 19.48666 0.79
C 10.54269 -5.20450 19.51345 -0.74
C 10.38497 -3.67285 19.63225 0.43
O 11.41751 -2.93126 20.19771 -0.69
H 11.17098 -5.37261 18.63875 0.19
H 9.56864 -5.69006 19.45380 -0.06
H 11.12679 -5.66604 20.30963 0.35
H 9.44579 -3.56087 20.17400 -0.06
H 10.17352 -3.17344 18.68674 -0.06
Br 11.14635 -9.36599 23.21479 -0.19
C 9.47960 -9.69707 22.16840 -0.63
C 9.35915 -8.43190 21.20792 -0.70
Br 7.62985 -8.72730 20.16423 -0.13
H 8.73875 -9.76403 22.96511 0.39
H 9.62136 -10.66258 21.68281 0.39
H 10.21587 -8.48651 20.53624 0.42
H 9.35755 -7.48154 21.74168 0.46
Br 8.29887 -9.47858 16.14866 -0.19
C 9.43455 -7.95836 16.83644 -0.16
C 10.46842 -7.65143 15.77691 -0.46
Br 12.18068 -7.55545 16.80241 -0.22
H 9.87457 -8.41565 17.72265 0.22
H 8.83350 -7.10325 17.14566 0.03
H 10.29982 -6.69468 15.28263 0.33
H 10.50467 -8.53563 15.14055 0.47
C 6.67191 -2.54395 24.04265 -0.71
C 7.55103 -2.63914 23.03157 -0.25
C 8.22902 -1.55859 22.42883 -0.24
C 7.92222 -0.24994 22.84903 0.16
C 6.90290 -0.05452 23.80392 -0.63
C 6.34733 -1.22276 24.47756 -0.42
N 8.54391 0.90199 22.23817 0.94
O 9.29198 0.69686 21.35047 -0.53
O 8.26315 2.02181 22.70465 -0.57
H 6.26137 -3.43297 24.49816 0.45
H 7.71034 -3.66576 22.73648 0.47
H 8.85056 -1.77961 21.57370 0.50
H 6.55988 0.92705 24.09593 0.46
H 5.63188 -1.16283 25.28436 0.38
C 3.73495 -8.23335 18.14338 -0.45
C 3.81218 -7.65458 19.44211 -0.42
C 4.80716 -6.63943 19.65894 -0.23
C 5.65907 -6.14046 18.66042 -0.30
C 5.41183 -6.61677 17.43686 0.12
C 4.48254 -7.65730 17.12132 -0.96
N 6.75309 -5.25057 18.90029 1.21
O 7.15728 -5.27949 20.08386 -0.42
O 7.16973 -4.68671 17.91293 -0.62
H 2.88356 -8.88593 18.01819 0.41
H 3.06816 -7.89335 20.18764 0.42
H 4.85213 -6.24959 20.66512 0.32
H 6.08767 -6.26529 16.67128 0.50
H 4.27177 -7.97580 16.11110 0.40
C 4.69370 -2.08450 17.46826 -0.41
C 5.22622 -1.58907 16.29432 -0.68
C 6.58096 -1.17976 16.25875 -0.34
C 7.30631 -1.20164 17.43975 0.13
C 6.66130 -1.49625 18.60862 0.02
C 5.37156 -2.03835 18.68218 -0.70
N 8.69575 -0.68304 17.41933 0.77
O 9.11251 -0.44277 18.52110 -0.36
O 9.14760 -0.37488 16.32433 -0.57
H 3.67053 -2.42792 17.42848 0.43
H 4.56529 -1.52719 15.44242 0.43
H 6.92683 -0.81966 15.30109 0.48
H 7.19021 -1.54185 19.54914 0.27
H 4.95506 -2.31427 19.63968 0.55
```

gap between HOMO and LUMO (alpha / beta)	4.1 / 7.4	eV
multiplicity	2
net charge	+1
<S²>	0.75
calculated total energy	-326688.793	eV
strongest force on any atom	4.4	eV/Å
HOMO energy (alpha / beta)	-7.758 / -11.064	eV

=====

(2)
A structure of composition C24H32Cl2MgN3O3 at a distorted geometry. Source: the Open Molecules 2025 dataset; level of theory: ωB97M-V with the def2-TZVPD basis set.

```
65
Properties=species:S:1:pos:R:3:mulliken_charge:R:1
O 0.91932 3.47726 -1.65712 -0.88
C 1.99255 3.12377 -0.97900 -0.15
C 3.06396 2.64905 -1.97007 0.19
C 3.07717 1.32546 -2.40388 0.64
H 2.32112 0.62470 -2.02457 0.32
C 4.08027 0.90139 -3.28796 -1.11
H 4.12251 -0.14914 -3.59101 0.40
C 5.01114 1.82591 -3.77100 -0.52
H 5.77920 1.49464 -4.47089 0.34
C 4.95893 3.16739 -3.36530 -0.52
H 5.68670 3.89192 -3.73535 0.36
C 3.96976 3.58023 -2.47188 -0.52
H 3.88109 4.62187 -2.15174 0.34
H 2.33529 4.08134 -0.54140 0.04
C 1.31089 3.00738 1.52346 -1.77
C 1.94282 2.23073 0.42945 1.39
H 2.01004 3.78482 1.89676 0.49
H 1.00409 2.36202 2.36667 0.32
H 0.43722 3.52389 1.11377 0.28
C 2.75990 1.18041 0.62588 -0.34
C 3.45019 0.78442 1.88853 -1.38
H 2.96991 0.49974 -0.19162 0.28
H 4.52138 1.04070 1.87047 0.33
H 3.38843 -0.30367 2.01517 0.23
H 2.99912 1.24206 2.77489 0.35
Mg 0.15123 -0.32327 1.29521 0.95
Cl 1.07247 -1.21110 -0.62387 -0.66
Cl 0.73901 -0.36306 3.51325 -0.68
H 0.26720 0.31905 -5.57526 0.34
H -0.90196 -1.79481 -4.50019 0.32
C 0.61737 0.43923 -4.53710 -1.02
C -0.68718 -1.40125 -3.50153 -0.99
N -0.40123 0.01537 -3.59237 0.32
H 0.85939 1.49531 -4.35412 0.32
C -1.08293 0.91724 -2.85142 0.32
O -2.01876 0.64173 -2.09127 -0.71
H -1.53047 -1.54803 -2.82421 0.25
H -0.70853 1.95344 -2.96951 0.27
H 1.52580 -0.16871 -4.40962 0.31
H 0.19144 -1.91960 -3.10049 0.29
H -4.14618 2.47776 2.40364 0.32
H -4.37318 3.57828 -0.00431 0.33
C -3.08810 2.75459 2.35121 -0.96
C -3.29708 3.78409 0.08326 -0.91
N -2.66234 2.80858 0.95854 0.22
H -2.49157 2.03015 2.90610 0.24
C -1.71099 2.01320 0.47133 0.72
O -1.08349 1.18712 1.16941 -0.70
H -2.82282 3.70327 -0.90135 0.25
H -1.50037 2.14903 -0.60145 -0.03
H -2.99201 3.74934 2.79734 0.31
H -3.15934 4.79841 0.48645 0.32
N -1.42657 -1.83221 1.29868 -0.36
C -1.86146 -2.84213 1.69344 0.06
C -2.25417 -4.06894 2.29754 0.58
C -1.66919 -4.42292 3.52406 -0.43
C -2.03897 -5.61151 4.15677 -0.51
C -2.99432 -6.44752 3.56364 -0.33
C -3.54685 -6.11463 2.31999 -0.47
C -3.17430 -4.92766 1.67920 -0.40
H -0.92412 -3.75871 3.97225 0.47
H -1.58263 -5.87655 5.11039 0.37
H -3.30502 -7.35988 4.07189 0.36
H -4.27293 -6.77961 1.84758 0.36
H -3.59038 -4.66437 0.70286 0.43
```

gap between HOMO and LUMO	4.9	eV
multiplicity	1
net charge	-1
calculated total energy	-66514.432	eV
strongest force on any atom	3.2	eV/Å
HOMO energy	-3.237	eV

=====

(3)
A structure of composition C24H32GeIrN4OPS at a distorted geometry. Source: the Open Molecules 2025 dataset; level of theory: ωB97M-V with the def2-TZVPD basis set.

```
65
Properties=species:S:1:pos:R:3:mulliken_charge:R:1
Ir 0.57920 1.10150 -0.37682 1.68
N 2.69296 1.54698 0.97199 -0.56
N 2.77067 2.79240 1.62779 -0.27
C 1.69002 3.42174 2.11317 0.80
N 1.85046 4.51666 2.83263 -0.40
S 0.12485 2.82697 1.82672 -0.39
H 2.77462 0.78546 1.65355 0.29
H 3.48457 1.47220 0.33407 0.34
H 3.69022 3.14187 1.88403 0.23
H 2.76078 4.91256 3.02927 0.22
H 1.04398 5.01623 3.17834 0.24
N -1.85179 1.74869 -0.60913 -0.29
C -2.85089 0.89852 -0.04459 0.28
C -4.17749 1.01917 -0.44728 -0.56
C -5.16549 0.29088 0.19180 -0.76
C -4.84249 -0.56304 1.23604 -0.82
C -3.52233 -0.72554 1.61810 -0.67
C -2.51537 -0.02484 0.95461 0.36
P -0.76425 -0.37173 1.31885 1.00
C -0.74222 -0.91176 3.05489 0.55
C -0.79540 0.03633 4.08005 -0.40
C -0.86787 -0.36932 5.40048 -0.75
C -0.87448 -1.72452 5.71236 -0.55
C -0.84724 -2.66874 4.69317 -0.76
C -0.75887 -2.27592 3.37006 -0.34
C -0.26673 -1.83721 0.36756 0.29
C 1.03022 -2.31844 0.59957 -0.21
C 1.48605 -3.43575 -0.07096 -0.87
C 0.65276 -4.07221 -0.98473 -0.56
C -0.64226 -3.61246 -1.19713 -0.79
C -1.09909 -2.47846 -0.54919 -0.54
H -1.76343 2.59887 -0.04774 0.33
H -2.12788 2.04390 -1.54664 0.34
H -4.44337 1.72031 -1.22467 0.46
H -6.19400 0.40304 -0.11438 0.45
H -5.61576 -1.11832 1.74370 0.48
H -3.27228 -1.40882 2.41727 0.50
H -0.78396 1.09012 3.83652 0.28
H -0.90957 0.36572 6.19004 0.45
H -0.88592 -2.03834 6.74500 0.45
H -0.90633 -3.72053 4.93377 0.46
H -0.74372 -3.02345 2.58969 0.46
H 1.65382 -1.82694 1.33393 0.49
H 2.47889 -3.81698 0.11176 0.50
H 1.02244 -4.92111 -1.53824 0.48
H -1.29829 -4.14744 -1.86510 0.50
H -2.09768 -2.10851 -0.72639 0.49
C 3.62613 1.10591 -3.35722 -1.15
Ge 1.77877 0.58766 -3.89076 0.63
C 1.92721 -1.21779 -4.89049 -1.28
C 0.94791 1.64760 -5.38315 -1.12
C 0.59192 0.05890 -2.29888 -0.99
H 4.26023 0.98459 -4.23319 0.41
H 4.02059 0.46808 -2.57113 0.33
H 3.68460 2.14533 -3.04872 0.38
H 2.46662 -0.98721 -5.80436 0.41
H 0.94198 -1.60812 -5.12430 0.39
H 2.49552 -1.90203 -4.26859 0.39
H 1.69334 1.69199 -6.17390 0.38
H 0.71633 2.65665 -5.05477 0.41
H 0.05803 1.15780 -5.76583 0.38
H 0.87717 -0.97466 -2.07678 0.05
H -0.42081 0.03903 -2.70854 0.47
O 1.21217 3.10800 -2.51786 -0.12
C 0.96222 2.80850 -1.43933 0.15
```

gap between HOMO and LUMO (alpha / beta)	4.9 / 4.2	eV
multiplicity	2
net charge	+3
energy relative to the best compared isomer or geometry (same formula, charge and spin)	0.2294	eV
<S²>	0.83
calculated total energy	-112864.689	eV
strongest force on any atom	4.4	eV/Å
HOMO energy (alpha / beta)	-16.413 / -16.415	eV